Run 1
Computed, not measured: a cluster of 2 separate species, C5H14NO2 in total, with ωB97M-V/def2-TZVPD.

CARTESIAN COORDINATES (ANGSTROEM)
C  1.43  1.37  0.36
H  0.41  -0.56  1.59
H  3.60  -0.29  0.95
H  0.14  0.71  -1.23
H  1.35  1.39  1.45
H  -3.60  0.95  -2.44
O  -2.83  0.79  -1.89
C  2.23  0.34  -0.20
N  -1.26  0.41  1.01
H  -2.19  0.07  0.82
C  -0.82  -1.88  0.41
H  -2.19  1.42  -2.25
H  2.70  0.47  -1.19
C  -0.20  -0.51  0.66
O  2.75  -0.62  0.63
H  -1.62  -1.80  -0.37
C  0.69  0.05  -0.54
H  1.51  2.36  -0.10
H  -1.28  0.98  1.84
H  0.77  -0.89  -1.12
H  -0.22  -2.77  0.23
H  -1.35  -1.98  1.38

## Properties
multiplicity: 1
total charge: +1
Kohn-Sham gap: 7.718 eV
E_HOMO: -12.93 eV
LUMO level: -5.21 eV

Per-atom natural (NBO) charges, elementary charge units:
1 C -0.09
2 H 0.21
3 H 0.51
4 H 0.32
5 H 0.27
6 H 0.48
7 O -0.94
8 C 0.14
9 N -0.88
10 H 0.40
11 C -0.65
12 H 0.46
13 H 0.24
14 C -0.02
15 O -0.67
16 H 0.23
17 C -0.56
18 H 0.27
19 H 0.39
20 H 0.41
21 H 0.24
22 H 0.24



Run 2
Computed, not measured: a cluster of 3 separate species, C5H14NO2 in total, with ωB97M-V/def2-TZVPD.

CARTESIAN COORDINATES (ANGSTROEM)
H  0.40  -1.15  1.42
C  -0.40  -0.60  1.90
C  -0.56  -0.16  -3.01
H  -2.17  1.11  -0.36
H  -1.90  0.69  2.02
C  -1.83  -0.59  -2.23
H  -0.23  -0.91  -3.73
O  2.22  2.26  1.16
H  2.28  2.46  2.10
H  -0.92  0.64  -3.67
H  -2.24  -1.52  -2.60
N  -1.24  0.22  1.41
H  2.34  3.13  0.76
H  -0.44  -0.94  2.92
O  3.05  -1.20  1.18
C  -1.45  -0.80  -0.77
H  0.21  0.22  -2.35
C  -1.60  0.27  0.01
H  -2.64  0.13  -2.26
H  3.28  -0.28  1.03
H  3.71  -1.58  1.77
H  -0.88  -1.67  -0.49

## Properties
multiplicity: 1
total charge: +1
Kohn-Sham gap: 9.122 eV
E_HOMO: -14.12 eV
LUMO level: -5.00 eV

Per-atom natural (NBO) charges, elementary charge units:
1 H 0.25
2 C 0.11
3 C -0.62
4 H 0.24
5 H 0.44
6 C -0.44
7 H 0.24
8 O -0.96
9 H 0.47
10 H 0.23
11 H 0.23
12 N -0.39
13 H 0.48
14 H 0.22
15 O -0.97
16 C -0.06
17 H 0.22
18 C -0.12
19 H 0.22
20 H 0.49
21 H 0.48
22 H 0.22



So which one is most stable? That would be run 2, about 2.113 eV below the next structure.



Run 1
Computed, not measured: an isolated molecule of C14H15N3O2, with ωB97M-V/def2-TZVPD.

CARTESIAN COORDINATES (ANGSTROEM)
H  -0.76  -3.18  2.95
C  -1.47  -1.63  1.72
C  1.72  1.62  -1.22
H  1.39  2.56  -1.65
H  -0.72  -1.21  -2.83
O  -0.81  2.81  4.39
C  0.55  1.02  -0.50
O  -2.63  -1.28  1.46
C  -0.39  0.11  -1.22
H  -2.09  1.20  3.03
C  2.93  1.81  -0.26
H  3.09  0.96  -2.90
N  -0.43  -0.75  1.76
C  2.13  0.80  -2.41
N  -1.14  1.33  2.72
N  -0.63  0.66  1.58
H  2.42  3.70  0.46
C  1.28  2.25  1.56
H  3.38  2.81  1.57
C  0.88  2.68  2.80
C  1.30  -0.16  -2.98
H  3.78  2.26  -0.81
H  -0.58  -3.54  1.18
C  -1.19  -3.12  1.98
H  -2.13  -3.73  2.03
C  2.54  2.73  0.89
C  -0.40  2.27  3.37
H  0.53  -1.11  1.89
H  -1.34  -0.18  -0.80
H  1.50  3.32  3.40
C  -0.02  -0.47  -2.41
C  0.35  1.32  0.84
H  3.23  0.86  0.23
H  1.73  -0.72  -3.81

## Properties
multiplicity: 1
structure (SMILES): CC(=O)NN1NC(=O)C=C2CC[C@H]3C=CC=CC3=C21
Kohn-Sham gap: 7.266 eV
E_HOMO: -7.76 eV
LUMO level: -0.50 eV

Per-atom natural (NBO) charges, elementary charge units:
1 H 0.23
2 C 0.67
3 C -0.31
4 H 0.24
5 H 0.22
6 O -0.61
7 C -0.01
8 O -0.62
9 C -0.22
10 H 0.42
11 C -0.37
12 H 0.21
13 N -0.47
14 C -0.13
15 N -0.45
16 N -0.13
17 H 0.22
18 C 0.02
19 H 0.23
20 C -0.29
21 C -0.25
22 H 0.22
23 H 0.23
24 C -0.71
25 H 0.25
26 C -0.44
27 C 0.61
28 H 0.39
29 H 0.24
30 H 0.23
31 C -0.19
32 C 0.16
33 H 0.21
34 H 0.22



Run 2
Computed, not measured: an isolated molecule of C14H15N3O2, with ωB97M-V/def2-TZVPD.

CARTESIAN COORDINATES (ANGSTROEM)
H  -0.79  -0.92  -1.54
H  -0.70  3.61  -1.65
H  1.76  -0.86  -3.13
H  -4.11  0.09  -1.20
O  0.27  1.25  -1.61
C  2.08  -3.41  3.57
O  -1.73  -0.81  -1.37
N  2.26  -3.85  4.62
C  -1.47  2.86  -1.54
H  0.62  -1.19  2.92
C  1.85  -0.56  -1.03
H  -0.80  1.75  1.07
C  0.56  0.19  0.64
H  3.14  0.09  -2.59
C  2.50  -0.76  -2.35
H  2.74  -2.99  1.65
H  3.12  -1.66  -2.31
N  1.40  -0.80  1.04
H  0.10  1.16  2.48
C  0.82  0.36  -0.71
C  -2.80  3.20  -1.47
C  -1.07  1.53  -1.49
C  -2.04  0.52  -1.38
H  1.02  -3.38  1.80
H  -1.23  0.21  1.80
C  1.55  -1.35  2.37
H  -3.10  4.24  -1.51
N  2.18  -1.24  0.05
C  1.85  -2.85  2.27
H  2.37  -0.85  2.89
C  -3.38  0.88  -1.28
C  -3.76  2.21  -1.32
H  -4.80  2.47  -1.25
C  -0.40  0.86  1.55

## Properties
multiplicity: 1
structure (SMILES): Cc1nn(CCC#N)c(C)c1Oc1ccccc1O
Kohn-Sham gap: 9.104 eV
E_HOMO: -8.56 eV
LUMO level: 0.54 eV

Per-atom natural (NBO) charges, elementary charge units:
1 H 0.49
2 H 0.23
3 H 0.22
4 H 0.23
5 O -0.48
6 C 0.28
7 O -0.68
8 N -0.32
9 C -0.23
10 H 0.22
11 C 0.12
12 H 0.25
13 C 0.12
14 H 0.23
15 C -0.64
16 H 0.28
17 H 0.23
18 N -0.16
19 H 0.23
20 C 0.13
21 C -0.23
22 C 0.18
23 C 0.31
24 H 0.26
25 H 0.23
26 C -0.19
27 H 0.22
28 N -0.29
29 C -0.53
30 H 0.21
31 C -0.28
32 C -0.21
33 H 0.22
34 C -0.66



So which one is most stable? That would be run 2, about 1.775 eV below the next structure.



Run 1
Computed, not measured: a structure of composition C2H7NO2S, with ωB97M-V/def2-TZVPD.

CARTESIAN COORDINATES (ANGSTROEM)
H  -0.21  -2.08  0.78
O  0.54  -1.24  -0.96
S  2.48  -0.54  -0.11
N  2.59  0.91  -0.91
O  2.43  -0.21  1.29
H  2.64  1.89  -0.69
C  -1.05  -0.02  0.61
H  -1.27  -1.62  -0.62
H  2.42  0.84  -1.95
H  -0.66  0.82  0.10
H  -2.27  -0.02  0.44
H  -0.93  0.10  1.65
C  -0.53  -1.33  0.01

## Properties
multiplicity: 1
Kohn-Sham gap (spin up / spin down): 8.783 / 8.771 eV
E_HOMO (spin up / spin down): -9.02 / -9.01 eV
LUMO level (spin up / spin down): -0.24 / -0.24 eV

Per-atom natural (NBO) charges, elementary charge units:
1 H 0.16
2 O -0.74
3 S 1.61
4 N -1.08
5 O -0.87
6 H 0.43
7 C -0.63
8 H 0.19
9 H 0.41
10 H 0.21
11 H 0.19
12 H 0.21
13 C -0.09



Run 2
Computed, not measured: a cluster of 2 separate species, C2H7NO2S in total, with ωB97M-V/def2-TZVPD.

CARTESIAN COORDINATES (ANGSTROEM)
H  1.51  -0.53  1.92
N  3.36  -0.46  -0.37
C  -2.49  0.89  -0.10
H  -4.17  -0.39  0.33
S  1.79  0.01  -0.34
O  1.73  1.37  0.07
H  3.49  -1.54  -0.57
H  -2.94  -1.13  -0.81
O  1.19  -0.77  1.00
H  4.29  0.02  -0.53
H  -2.77  1.77  0.43
C  -3.28  -0.17  -0.28
H  -1.71  0.93  -0.76

## Properties
multiplicity: 1
Kohn-Sham gap: 10.369 eV
E_HOMO: -9.82 eV
LUMO level: 0.55 eV

Per-atom natural (NBO) charges, elementary charge units:
1 H 0.50
2 N -1.15
3 C -0.38
4 H 0.18
5 S 1.71
6 O -0.95
7 H 0.41
8 H 0.19
9 O -0.94
10 H 0.43
11 H 0.20
12 C -0.38
13 H 0.19



So which one is most stable? That would be run 2, about 0.753 eV below the next structure.